(1)
Computed, not measured: C13H25ClCoIN2P2 as an isolated structure in a non-equilibrium geometry, with the ωB97M-V functional and the def2-TZVPD basis.

The lowest unoccupied orbital energy (spin up / spin down) is -7.98 / -9.48 eV. The spin multiplicity is 5. Its expectation value of S² is 6.027. As for the HOMO energy (spin up / spin down): -13.923 / -14.379 eV. Its HOMO-LUMO gap (spin up / spin down) is 5.941 / 4.901 eV. As for the net charge: +2. As for the molecular weight: 492.59 g mol⁻¹.

Positions of all 45 atoms, in Å:
C 0.571 0.326 0.606
I -1.345 -0.183 -0.058
H 1.030 -0.279 -0.251
H 0.763 -0.067 1.656
H 1.478 1.004 0.754
Co 2.014 -2.731 -3.336
P -0.264 -2.361 1.161
C -1.199 -1.758 2.580
C -1.060 -3.906 0.805
H -1.159 -4.435 1.763
H 0.775 -3.620 2.802
H -0.471 -4.514 0.112
H 1.920 -3.421 1.411
H -2.158 -1.319 2.255
H -2.043 -3.741 0.374
C 1.198 -2.915 2.075
H -1.369 -2.582 3.259
H 1.692 -2.073 2.588
H -0.647 -0.969 3.082
P 1.085 -0.187 -2.321
C 0.589 1.602 -2.330
C 2.891 0.188 -2.397
H 0.928 -1.588 -4.349
H 1.197 0.223 -4.604
H -0.383 -0.375 -4.115
C 0.682 -0.546 -4.035
H 3.426 -0.782 -2.414
H 3.029 0.766 -3.318
H 1.168 2.140 -3.086
H 0.711 2.104 -1.363
H 3.201 0.754 -1.504
H -0.473 1.668 -2.589
Cl 2.021 -4.583 -2.134
N -4.573 4.057 -0.437
C -3.611 3.704 0.139
C -2.382 3.341 0.855
C -2.089 3.842 2.127
C -0.961 3.361 2.805
C -0.167 2.410 2.212
N -0.263 2.176 0.894
C -1.410 2.561 0.207
H -2.718 4.666 2.496
H -0.731 3.776 3.763
H 0.600 1.863 2.753
H -1.494 2.405 -0.892

(2)
Computed, not measured: a 11-piece molecular cluster, C52H128Br4N7O5 overall in a non-equilibrium geometry, with the ωB97M-V functional and the def2-TZVPD basis.

The lowest unoccupied orbital energy is -4.11 eV. As for the HOMO energy: -11.832 eV. Its HOMO-LUMO gap is 7.725 eV. As for the net charge: +3. As for the molecular weight: 1251.26 g mol⁻¹.

Positions of all 196 atoms, in Å:
C 13.075 18.356 14.529
C 13.522 19.751 14.929
C 12.708 20.693 14.072
N 13.010 22.164 14.439
C 14.430 22.575 14.076
C 12.042 23.199 13.822
C 12.040 24.463 14.765
C 12.860 24.002 16.001
C 12.747 22.483 15.906
H 13.627 17.499 14.891
H 13.014 18.082 13.412
H 12.024 18.217 14.834
H 14.594 19.785 14.736
H 13.418 19.865 16.004
H 11.720 20.356 14.323
H 12.954 20.546 13.013
H 15.179 21.813 14.328
H 14.768 23.465 14.631
H 14.473 22.683 12.990
H 12.302 23.432 12.793
H 11.036 22.726 13.847
H 12.288 25.377 14.202
H 10.997 24.596 15.007
H 13.865 24.367 16.092
H 12.381 24.302 16.973
H 13.526 22.025 16.589
H 11.696 22.191 16.165
C 23.391 22.601 13.826
C 22.278 22.346 14.872
C 21.934 20.855 14.693
N 20.796 20.183 15.346
C 20.690 18.809 14.643
C 19.457 21.029 15.183
C 19.412 21.827 16.472
C 19.739 20.820 17.528
C 20.837 19.974 16.849
H 23.927 23.542 14.086
H 23.016 22.576 12.831
H 24.085 21.738 13.873
H 21.342 22.853 14.649
H 22.636 22.658 15.850
H 22.814 20.277 15.021
H 21.855 20.601 13.639
H 21.727 18.367 14.675
H 20.222 18.959 13.630
H 19.994 18.158 15.259
H 18.636 20.423 15.177
H 19.572 21.536 14.236
H 18.485 22.306 16.707
H 20.254 22.557 16.439
H 18.882 20.155 17.697
H 20.087 21.304 18.411
H 20.754 18.890 17.093
H 21.882 20.145 17.180
C 17.261 22.109 19.990
C 15.856 22.275 19.444
C 15.528 21.004 18.794
O 14.250 20.941 18.381
C 13.693 19.594 18.440
N 14.976 22.687 20.621
H 14.127 23.233 20.370
H 14.907 21.837 21.289
H 15.473 23.469 21.121
H 17.834 21.667 19.111
H 17.240 21.343 20.736
H 17.770 22.986 20.368
H 15.757 23.113 18.747
H 15.761 20.145 19.515
H 16.156 20.820 17.905
H 14.453 18.867 17.953
H 12.737 19.512 17.784
H 13.683 19.299 19.477
C 14.388 31.354 19.219
C 14.634 29.841 19.001
N 13.662 28.994 19.840
C 14.027 29.189 21.263
C 12.207 29.317 19.567
C 11.262 28.412 20.339
C 13.907 27.494 19.460
C 15.235 26.972 19.031
O 16.061 26.949 20.185
C 17.517 26.813 19.939
H 13.396 31.649 18.877
H 15.179 31.944 18.733
H 14.499 31.708 20.229
H 15.644 29.547 19.228
H 14.349 29.755 17.988
H 13.483 28.447 21.881
H 13.703 30.168 21.530
H 15.142 29.159 21.248
H 12.079 29.300 18.475
H 12.066 30.355 19.906
H 11.273 27.314 20.137
H 10.255 28.838 20.131
H 11.459 28.651 21.378
H 13.181 27.421 18.589
H 13.529 26.979 20.314
H 15.573 27.550 18.178
H 15.007 25.992 18.551
H 17.753 27.572 19.157
H 17.709 25.829 19.603
H 18.102 27.018 20.863
C 18.109 13.768 21.959
C 16.727 14.446 21.949
N 16.693 15.811 21.315
C 17.247 15.770 19.914
C 15.238 16.345 21.248
C 14.307 15.420 20.555
C 17.507 16.959 22.085
C 16.822 17.437 23.383
O 16.446 16.394 24.255
C 15.946 16.851 25.459
H 18.310 13.323 20.975
H 18.052 12.956 22.626
H 18.925 14.404 22.302
H 16.494 14.593 23.000
H 16.017 13.812 21.470
H 16.562 15.058 19.426
H 18.255 15.505 19.809
H 17.070 16.716 19.426
H 15.256 17.313 20.760
H 14.914 16.435 22.259
H 14.051 14.441 21.026
H 14.735 15.183 19.581
H 13.366 15.890 20.450
H 17.617 17.814 21.368
H 18.443 16.497 22.328
H 15.940 18.009 23.109
H 17.562 18.234 23.707
H 15.036 17.530 25.274
H 16.661 17.516 26.064
H 15.566 16.003 26.061
C 10.459 20.008 20.561
C 11.347 20.992 21.276
N 10.752 21.515 22.572
C 11.951 22.196 23.213
C 9.676 22.521 22.234
C 9.139 23.274 23.407
C 10.109 20.483 23.467
C 11.103 19.380 23.984
O 11.279 18.376 22.983
C 12.172 17.318 23.275
H 10.418 19.157 21.194
H 10.945 19.636 19.652
H 9.434 20.423 20.356
H 11.640 21.847 20.675
H 12.263 20.503 21.545
H 12.331 23.012 22.576
H 12.727 21.467 23.259
H 11.593 22.640 24.157
H 8.905 22.002 21.683
H 10.116 23.160 21.484
H 8.651 22.679 24.153
H 8.376 23.950 23.068
H 9.915 23.917 23.931
H 9.279 20.045 22.943
H 9.719 21.063 24.322
H 10.699 18.930 24.839
H 12.093 19.672 24.264
H 13.263 17.640 23.169
H 11.833 16.535 22.656
H 11.902 16.934 24.281
C 23.682 31.048 5.121
C 22.927 31.194 6.464
N 21.367 31.041 6.347
C 20.840 32.242 5.596
C 20.967 29.751 5.609
C 21.565 28.423 6.144
C 20.864 30.909 7.803
C 19.305 31.024 7.959
O 18.922 30.102 9.035
C 18.091 30.499 9.997
H 23.268 30.241 4.531
H 24.703 30.859 5.234
H 23.598 31.955 4.553
H 23.031 32.118 7.044
H 23.372 30.372 7.055
H 19.756 32.275 5.653
H 21.117 32.080 4.584
H 21.221 33.206 5.998
H 21.342 29.867 4.592
H 19.807 29.719 5.588
H 20.946 27.935 6.930
H 22.554 28.516 6.445
H 21.491 27.780 5.261
H 21.326 31.750 8.349
H 21.298 30.013 8.332
H 18.753 30.716 7.079
H 18.809 31.959 8.175
H 17.278 29.697 10.100
H 17.751 31.531 9.937
H 18.561 30.004 10.926
Br 16.621 24.371 16.920
Br 12.262 24.470 20.195
Br 14.915 19.825 21.892
Br 17.241 18.383 17.091

(3)
Computed, not measured: C3H6N2O as an isolated structure in a non-equilibrium geometry, with the ωB97M-V functional and the def2-TZVPD basis.

The lowest unoccupied orbital energy is -0.06 eV. As for the HOMO energy: -8.648 eV. Its HOMO-LUMO gap is 8.592 eV. As for the net charge: 0. As for the molecular weight: 86.09 g mol⁻¹. The value obtained for the energy above the lowest of the compared OMol25 structures with the same formula, charge and spin is 480.7 kJ/mol.

Positions of all 12 atoms, in Å:
C 0.270 0.534 0.083
C -0.949 0.274 -0.807
C 0.846 -0.672 0.535
N 0.574 1.691 0.495
N 2.582 -0.941 -0.139
O 3.017 0.007 -0.590
H -1.426 1.219 -1.287
H -1.792 -0.011 -0.213
H -0.775 -0.618 -1.583
H 0.488 -1.694 0.381
H 1.453 -0.637 1.513
H 1.237 1.678 1.301

(4)
Computed, not measured: C21H29AlBCl3I2O2 as an isolated structure in a non-equilibrium geometry, with the ωB97M-V functional and the def2-TZVPD basis.

The lowest unoccupied orbital energy is -10.49 eV. As for the HOMO energy: -13.562 eV. Its HOMO-LUMO gap is 3.072 eV. As for the net charge: +2. As for the molecular weight: 711.42 g mol⁻¹. The value obtained for the energy above the lowest of the compared OMol25 structures with the same formula, charge and spin is 0.0 kJ/mol.

Positions of all 59 atoms, in Å:
C 2.814 -1.166 2.400
C 3.942 -1.129 1.367
Cl 5.447 -1.879 1.872
C 3.806 -0.558 0.155
Cl 5.267 -0.565 -0.859
C 2.548 0.115 -0.410
C 2.529 1.709 -0.470
I 1.648 2.462 1.404
C 3.930 2.380 -0.609
C 3.879 3.908 -0.205
I 4.641 2.410 -2.678
O 1.256 -0.165 0.136
B 0.399 -1.052 -0.533
C -0.919 -0.422 -1.388
C -1.074 1.091 -1.111
C -2.447 1.690 -1.631
C -3.381 2.103 -0.446
C -3.221 0.777 -2.621
C -0.297 -2.206 0.494
C -1.311 -1.694 1.393
C -1.134 -0.554 2.261
C -2.120 -0.081 3.089
C -3.407 -0.738 3.148
C -3.608 -1.857 2.303
C -2.632 -2.358 1.447
C -2.991 -3.596 0.621
O 1.222 -1.520 -1.628
C 2.337 -0.663 -1.815
Cl 1.881 0.301 -3.295
H 3.260 -1.328 3.398
H 2.217 -2.083 2.205
H 2.187 -0.263 2.381
H 1.868 2.093 -1.259
H 4.716 1.939 0.020
H 2.966 4.411 -0.559
H 4.715 4.378 -0.760
H 4.107 4.068 0.860
H -0.671 -0.525 -2.475
H -1.834 -1.020 -1.216
H -0.279 1.593 -1.697
H -0.928 1.343 -0.047
H -2.195 2.622 -2.175
H -2.846 2.272 0.502
H -3.932 3.006 -0.770
H -4.139 1.298 -0.332
H -4.140 1.283 -2.963
H -2.609 0.434 -3.479
H -3.548 -0.127 -2.066
H -0.653 -3.028 -0.154
H 0.541 -2.619 1.096
H -0.185 -0.001 2.268
H -1.966 0.791 3.737
H -4.205 -0.402 3.820
H -4.591 -2.345 2.346
H -2.552 -3.514 -0.388
H -2.647 -4.491 1.167
H -4.088 -3.629 0.501
H 3.108 -1.381 -2.125
Al -0.684 -1.517 -4.222

(5)
Computed, not measured: an isolated ion of composition C12H25N4O3 and charge +1 in a non-equilibrium geometry, with the ωB97M-V functional and the def2-TZVPD basis.

The lowest unoccupied orbital energy is -2.36 eV. As for the HOMO energy: -12.535 eV. Its HOMO-LUMO gap is 10.178 eV. As for the net charge: +1. As for the molecular weight: 273.36 g mol⁻¹. The value obtained for the energy above the lowest of the compared OMol25 structures with the same formula, charge and spin is 275.3 kJ/mol.

Positions of all 44 atoms, in Å:
O -0.149 1.846 -2.350
O 2.818 -0.084 -0.437
O 0.980 1.229 1.918
C -0.635 0.903 -2.947
C 1.744 -0.454 -0.862
C 1.362 0.099 2.285
N 2.109 -0.377 3.375
N 0.000 -0.206 -2.840
N 0.733 -0.763 -0.061
C -2.064 0.934 -3.457
C 2.535 0.565 4.450
C -1.578 -0.490 1.824
C -2.185 -0.259 0.381
C 2.026 -1.737 -3.074
C -0.421 -1.519 1.876
C -2.538 1.203 0.189
C 1.408 -0.505 -2.473
C 0.909 -1.035 1.355
N -1.384 2.081 -0.013
H 2.574 -1.292 3.385
H -0.335 -0.944 -3.376
H -0.136 -0.800 -0.418
H -2.215 1.206 -4.433
H -2.585 1.698 -2.874
H -2.518 -0.007 -3.465
H 1.767 1.197 4.868
H 3.194 1.333 3.961
H 3.370 0.152 5.073
H -2.451 -0.775 2.459
H -1.262 0.432 2.227
H -3.090 -0.750 0.422
H -1.581 -0.534 -0.397
H 1.469 -2.689 -2.770
H 3.115 -1.772 -2.879
H 1.923 -1.640 -4.174
H -0.348 -1.811 2.848
H -0.670 -2.457 1.440
H -3.126 1.217 -0.832
H -3.204 1.461 1.148
H 1.821 0.371 -2.859
H 1.760 -1.807 1.436
H -0.558 1.656 0.469
H -1.562 2.944 0.555
H -1.022 2.179 -0.956

(6)
Computed, not measured: a 5-piece molecular cluster, C10H27N4O12P overall in a non-equilibrium geometry, with the ωB97M-V functional and the def2-TZVPD basis.

The lowest unoccupied orbital energy is 0.00 eV. As for the HOMO energy: -10.172 eV. Its HOMO-LUMO gap is 10.167 eV. As for the net charge: 0. As for the molecular weight: 426.32 g mol⁻¹.

Positions of all 54 atoms, in Å:
C 6.611 0.515 -1.763
C 5.536 0.762 -0.698
O 4.576 1.687 -1.327
P 3.517 2.406 -0.321
O 2.549 3.327 -0.916
O 4.487 3.177 0.735
C 4.836 4.524 0.510
C 5.491 4.991 1.824
O 2.839 1.249 0.554
C 2.105 0.198 -0.095
C 0.633 0.596 0.014
H 6.487 1.055 -2.701
H 7.601 0.822 -1.425
H 6.642 -0.547 -2.005
H 4.994 -0.125 -0.373
H 6.010 1.167 0.196
H 5.544 4.604 -0.318
H 4.006 5.204 0.322
H 5.638 6.049 1.587
H 4.738 4.973 2.611
H 6.434 4.567 2.161
H 2.371 0.130 -1.152
H 2.328 -0.743 0.407
H 0.334 0.988 0.986
H 0.481 1.499 -0.579
H 0.110 -0.316 -0.269
C -4.286 -0.787 1.008
N -2.876 -0.478 0.910
O -2.368 -1.009 -0.037
O -2.338 0.327 1.652
H -4.781 -0.208 1.786
H -4.356 -1.866 1.108
H -4.833 -0.457 0.124
C -5.774 -3.836 5.110
N -5.096 -2.956 4.064
O -5.706 -2.634 3.061
O -3.920 -2.664 4.316
H -6.802 -3.478 5.046
H -5.397 -3.736 6.123
H -5.702 -4.831 4.678
C -3.726 1.234 -4.370
N -4.278 1.296 -3.048
O -3.588 0.809 -2.154
O -5.382 1.795 -2.840
H -3.855 0.294 -4.904
H -2.674 1.512 -4.376
H -4.227 1.996 -4.968
C -1.799 -4.523 -1.981
N -2.549 -5.018 -0.803
O -2.819 -4.178 0.047
O -2.923 -6.177 -0.726
H -2.383 -3.746 -2.470
H -1.607 -5.363 -2.645
H -0.854 -4.078 -1.675

- What is the molecular weight in the fifth record?
  273.36 g mol⁻¹